Computed, not measured: C27H22BrF6N4O4Tb as an isolated structure, with ωB97M-V/def2-TZVPD.

Structure (XYZ):
```
65
Properties=species:S:1:pos:R:3:forces:R:3:mulliken_spin:R:1
Tb 11.157 19.284 7.015 0.24 0.72 -1.41 6.092
C 7.075 14.908 12.021 0.15 -0.66 0.19 0.000
C 8.527 14.520 11.713 -0.72 1.03 -0.37 0.000
N 8.952 15.178 10.416 0.84 0.96 0.08 0.000
C 9.519 16.406 10.561 -0.73 -0.84 0.17 0.000
C 9.803 17.306 9.566 0.52 -0.28 -1.04 0.007
C 10.652 18.578 9.977 0.14 0.06 0.02 0.001
O 10.951 18.631 11.143 -0.17 0.32 -0.90 -0.001
O 11.034 19.491 9.032 -1.13 -1.84 2.57 -0.010
C 9.510 16.858 8.231 0.10 0.32 0.90 -0.019
O 9.863 17.562 7.235 -0.42 -0.14 -0.83 -0.029
C 8.837 15.577 8.003 0.25 0.77 1.19 -0.002
C 8.396 15.211 6.716 0.66 -0.62 0.91 0.000
C 7.867 13.947 6.580 0.60 1.51 1.01 0.000
F 7.439 13.645 5.379 -0.64 -1.02 -0.89 0.000
C 7.747 13.045 7.674 -0.10 0.10 0.09 0.000
C 8.206 13.417 8.944 -0.69 0.03 -0.93 0.000
C 8.658 14.736 9.137 -0.24 -0.64 -0.14 0.000
N 7.147 11.795 7.418 0.11 1.00 0.06 0.000
C 6.064 11.261 8.229 0.69 0.05 -1.47 0.000
C 6.494 9.940 8.771 -0.35 -0.60 1.34 0.000
N 6.892 8.968 7.693 0.36 -0.62 -1.49 0.000
C 7.163 9.641 6.326 0.03 -0.53 0.20 0.000
C 7.845 10.942 6.514 0.70 0.10 -1.19 0.000
H 6.835 14.498 13.019 -0.16 0.24 -0.52 0.000
H 6.441 14.468 11.261 -0.36 -0.31 0.02 0.000
H 6.842 15.968 11.989 0.45 0.22 0.22 0.000
H 8.588 13.436 11.691 0.41 0.05 -0.25 0.000
H 9.168 14.915 12.508 0.15 -0.28 -0.41 0.000
H 9.696 16.608 11.589 0.43 0.70 0.53 0.000
H 8.546 15.898 5.880 -0.21 -0.38 0.26 0.000
H 8.169 12.690 9.761 -0.09 0.37 -0.28 0.000
H 5.144 11.209 7.648 -0.21 -0.16 -0.05 0.000
H 5.883 11.938 9.026 -0.21 0.48 0.84 0.000
H 5.686 9.459 9.344 0.39 0.14 -0.08 0.000
H 7.357 10.107 9.429 -0.20 -0.33 -0.25 0.000
H 6.120 8.298 7.503 0.75 0.25 0.48 0.000
H 7.746 8.444 7.956 -0.74 0.15 0.03 0.000
H 6.205 9.693 5.840 -0.43 0.31 -0.10 0.000
H 7.819 9.073 5.661 -0.23 -0.64 0.57 0.000
H 7.949 11.318 5.459 -0.17 0.20 0.91 0.000
H 8.881 10.754 6.838 -0.07 0.04 0.11 0.000
Br 6.542 23.622 6.855 0.08 -0.27 0.03 0.000
C 8.125 22.959 6.125 1.44 -1.11 0.05 -0.001
C 8.753 23.562 5.066 -1.13 2.01 0.71 0.000
C 9.991 23.152 4.661 -0.10 -1.32 -1.25 0.000
C 10.534 21.993 5.151 -0.56 0.41 1.14 -0.005
N 9.967 21.356 6.217 1.39 0.09 -1.65 -0.007
C 8.838 21.852 6.640 -2.83 0.07 2.30 0.002
H 8.322 24.490 4.683 0.10 -0.43 -0.26 0.000
H 10.343 23.563 3.748 0.85 0.55 -0.36 0.000
H 11.449 21.617 4.774 0.80 -0.42 -0.32 0.001
H 8.399 21.349 7.522 0.22 0.25 -0.48 0.000
F 17.882 16.469 6.801 -0.44 -0.91 -0.52 0.000
C 16.665 16.965 6.522 1.78 0.44 0.89 -0.001
C 16.619 18.329 6.725 0.28 -0.11 -0.25 0.001
F 17.733 18.970 7.048 0.03 0.04 -0.06 0.000
C 15.442 19.012 6.634 0.57 -0.13 0.67 -0.002
F 15.454 20.306 6.851 -0.29 1.08 0.08 0.000
C 14.269 18.325 6.495 -0.05 -1.25 -1.27 -0.006
O 13.118 18.958 6.463 -1.12 0.29 0.03 -0.022
C 14.352 16.952 6.190 0.45 0.96 0.74 0.001
F 13.223 16.303 5.939 -0.92 -0.47 -0.19 0.001
C 15.536 16.239 6.247 -0.56 0.99 -0.10 0.001
F 15.510 14.946 6.045 0.28 -1.02 -0.08 0.000
```
Positions in Å, forces in eV/Å.

As for the spin multiplicity: 7. The calculation puts the total energy at -5559.206154 Eh. The charge is +2. The expectation value of S² is 12.0459.